The following is a quantum chemistry calculation of a structure of composition C31H22N7S3V in a non-equilibrium geometry, from the OMol25 dataset.

Atoms and positions in Å:
1 V -0.164 -0.195 0.478
2 C 1.864 1.155 5.228
3 C 1.181 -0.023 5.512
4 C 0.355 -0.603 4.567
5 C 0.211 0.006 3.323
6 C 0.892 1.185 3.036
7 C 1.719 1.758 3.988
8 N -0.600 -0.532 2.293
9 N -1.538 -1.323 2.638
10 C -2.260 -1.759 1.543
11 C -3.369 -2.592 1.731
12 C -4.103 -2.976 0.631
13 C -3.728 -2.538 -0.642
14 C -2.613 -1.729 -0.822
15 C -1.849 -1.322 0.266
16 H 2.512 1.596 5.974
17 H 1.302 -0.496 6.478
18 H -0.174 -1.525 4.766
19 H 0.759 1.672 2.072
20 H 2.248 2.673 3.759
21 H -3.624 -2.918 2.732
22 H -4.965 -3.618 0.753
23 H -4.310 -2.847 -1.502
24 H -2.328 -1.440 -1.828
25 S 1.467 0.343 -1.092
26 C 2.186 -1.140 -1.644
27 C 3.099 -1.146 -2.694
28 C 3.659 -2.334 -3.139
29 C 4.587 -2.306 -4.231
30 N 5.329 -2.250 -5.107
31 C 3.304 -3.544 -2.517
32 C 2.409 -3.539 -1.459
33 C 1.850 -2.345 -1.005
34 S 0.762 -2.324 0.346
35 C 3.860 -4.787 -2.966
36 N 4.296 -5.793 -3.310
37 H 3.369 -0.212 -3.168
38 H 2.140 -4.471 -0.982
39 S 1.514 5.792 0.120
40 C 0.591 4.321 0.048
41 N 1.209 3.234 0.332
42 C 2.536 3.496 0.652
43 C 3.500 2.547 0.997
44 C 4.777 2.976 1.294
45 C 5.115 4.334 1.251
46 C 4.178 5.287 0.905
47 C 2.890 4.854 0.605
48 H -0.455 4.359 -0.227
49 H 3.240 1.498 1.015
50 H 5.534 2.248 1.552
51 H 6.123 4.645 1.490
52 H 4.435 6.337 0.866
53 C -1.640 1.495 -2.413
54 C -2.059 1.783 -1.017
55 N -1.510 1.360 0.110
56 C -2.261 1.891 1.146
57 C -3.260 2.649 0.638
58 N -3.119 2.568 -0.729
59 H -0.749 0.872 -2.408
60 H -1.411 2.422 -2.940
61 H -2.436 0.982 -2.956
62 H -2.028 1.700 2.179
63 H -4.044 3.212 1.110
64 H -3.721 2.998 -1.410

Summary:
⟨S²⟩ = 2.048
2S+1 = 3
charge = 0
maximum force = 2.7 eV Å⁻¹
ΔE to the lowest compared entry with this formula, charge and spin = 5.8 kcal/mol
total energy = -101128.6948 eV
HOMO-LUMO gap (spin up / spin down) = 6.55 / 6.24 eV

Mulliken population analysis, charges in e, atoms 1 to 6: -0.279 -0.560 -0.586 -0.545 -0.240 0.782